[1]
{"formula": "C44H33BrCl3N6O3S3SeW", "method": "ωB97M-V with the def2-TZVPD basis set", "species": ["W", "Cl", "C", "Cl", "H", "H", "O", "C", "C", "C", "C", "C", "S", "C", "C", "C", "C", "S", "C", "C", "C", "C", "S", "H", "H", "H", "H", "H", "H", "H", "H", "H", "N", "C", "C", "C", "C", "C", "C", "H", "H", "H", "H", "H", "H", "H", "Se", "N", "C", "C", "C", "C", "N", "C", "N", "H", "H", "H", "Br", "C", "C", "C", "N", "C", "C", "H", "H", "H", "H", "Cl", "C", "C", "C", "C", "C", "C", "C", "O", "O", "H", "H", "H", "H", "N", "C", "C", "C", "C", "C", "C", "C", "H", "H", "H", "H"], "coordinates": [[-0.30525, 1.88403, -0.07505], [2.53517, -1.65962, 5.18386], [3.05233, -1.68427, 6.88721], [2.23425, -0.51245, 7.86290], [4.14009, -1.47192, 6.97209], [2.85925, -2.66097, 7.30152], [-0.96774, 0.34834, 0.57744], [-1.51088, -0.86430, 1.25089], [-3.00006, -0.86019, 0.95418], [-3.74394, -1.70173, 0.17334], [-5.16345, -1.38463, 0.24767], [-5.37842, -0.31471, 1.01505], [-3.95519, 0.33914, 1.78171], [-0.85669, -2.05079, 0.72598], [-1.23280, -3.35371, 0.87180], [-0.24900, -4.36637, 0.56720], [0.88617, -3.74334, 0.10381], [0.70974, -2.02384, 0.06938], [-1.23919, -0.68780, 2.75174], [-1.10748, 0.46662, 3.42753], [-0.81077, 0.28624, 4.84732], [-0.77251, -1.02813, 5.17053], [-1.03391, -2.07511, 3.81800], [-3.31643, -2.52350, -0.39979], [-5.88751, -1.93124, -0.29558], [-6.30731, 0.14275, 1.30253], [-2.20437, -3.60560, 1.31218], [-0.37189, -5.46037, 0.61780], [1.79847, -4.22043, -0.27287], [-1.22473, 1.39080, 2.88383], [-0.64600, 1.08389, 5.57750], [-0.49680, -1.41562, 6.15961], [-0.40804, -2.40989, -3.47460], [0.50091, -3.32277, -4.06631], [0.82395, -3.22184, -5.38926], [1.81973, -4.04427, -5.91250], [2.46420, -4.99455, -5.13514], [2.05720, -5.16275, -3.83842], [1.08021, -4.36094, -3.32882], [-0.90106, -2.80716, -2.71549], [-1.06115, -2.01072, -4.18164], [0.33855, -2.45566, -6.02651], [2.14572, -4.01315, -6.97416], [3.30673, -5.58638, -5.50048], [2.52508, -5.87880, -3.19688], [0.64841, -4.39470, -2.35312], [1.48284, 5.40197, -0.51358], [2.23911, 5.65087, 1.08332], [2.01274, 4.53716, 1.82237], [2.46291, 4.24010, 3.11888], [2.13226, 3.04069, 3.67847], [1.44172, 2.07763, 2.90939], [1.00666, 2.30877, 1.65602], [1.33385, 3.51006, 1.15971], [0.76240, 3.76222, -0.05470], [3.07307, 5.06648, 3.56648], [2.43448, 2.72638, 4.65602], [1.30605, 1.11303, 3.37359], [-4.65471, 6.17053, 3.38195], [-3.56733, 4.91225, 2.47875], [-3.78911, 4.63532, 1.12978], [-2.94364, 3.78849, 0.46348], [-1.81298, 3.30144, 1.05148], [-1.58223, 3.61821, 2.32815], [-2.42810, 4.38887, 3.06513], [-4.71926, 4.93408, 0.64357], [-3.05153, 3.49748, -0.57363], [-0.65932, 3.23607, 2.80057], [-2.11437, 4.61266, 4.06136], [5.86492, -3.57918, -2.54995], [4.70854, -2.37593, -1.96827], [3.69067, -1.92723, -2.80602], [2.95380, -0.84242, -2.42409], [3.19536, -0.29864, -1.14549], [4.24640, -0.72929, -0.32521], [5.00525, -1.82930, -0.76523], [2.56246, 0.96138, -0.67619], [3.17726, 1.89337, -0.16481], [1.21917, 1.05209, -0.92017], [3.52687, -2.41189, -3.78241], [2.14473, -0.44407, -3.04102], [4.37393, -0.21107, 0.60734], [5.81892, -2.25598, -0.20970], [-3.01519, 1.20677, -6.87134], [-2.75070, 1.45447, -5.79260], [-2.35365, 1.73490, -4.42207], [-1.24645, 2.54699, -4.28154], [-0.74551, 2.79172, -2.98599], [-1.34927, 2.29428, -1.85300], [-2.54997, 1.50216, -2.07305], [-3.09404, 1.22735, -3.35159], [-0.72090, 2.95876, -5.16683], [0.19566, 3.38939, -2.93688], [-3.08464, 1.10195, -1.20365], [-3.91279, 0.58105, -3.45476]], "forces_ev_per_angstrom": [[0.91, 1.04, 0.75], [0.24, -0.02, 0.22], [1.38, -0.22, -0.14], [-0.57, 0.64, 0.39], [-0.82, -0.16, -0.42], [-0.15, -0.23, -0.11], [-0.54, -0.62, 0.23], [-1.09, 1.26, 0.60], [0.22, 0.06, 0.32], [-0.36, 0.47, 0.34], [2.08, -0.31, -0.44], [-0.18, 1.21, 1.24], [-0.59, -0.98, -0.91], [1.17, -1.97, -0.87], [-1.12, -1.24, 1.04], [0.15, 1.17, -0.48], [-0.18, -0.13, 0.03], [1.10, -0.18, -0.06], [0.31, -1.10, 0.02], [0.02, 0.18, 0.87], [-0.47, 0.32, -0.91], [0.27, -0.20, 0.26], [0.03, 0.84, -0.15], [-0.21, 0.32, 0.16], [-0.73, -0.35, -0.28], [-0.28, -0.01, -0.19], [0.40, 0.00, -0.19], [-0.07, 0.84, 0.09], [-0.43, 0.42, 0.18], [0.06, 0.02, 0.43], [-0.07, -0.27, -0.41], [-0.33, 0.00, -0.63], [0.08, 0.49, -1.78], [-0.44, -0.22, 0.36], [0.41, 0.74, -1.65], [0.59, -0.34, -1.19], [0.55, -0.02, -0.52], [0.08, -0.12, 0.66], [-1.28, 1.49, 0.28], [-0.60, -0.32, 0.83], [0.73, -0.49, 0.96], [0.36, -0.56, 0.39], [-0.53, 0.39, 0.79], [-0.43, 0.21, -0.17], [0.19, -0.47, 0.20], [0.35, -0.68, 0.80], [-0.40, 0.07, -0.20], [-0.22, -0.49, 0.27], [0.79, 0.14, -0.48], [0.84, 2.52, -0.09], [-0.53, -1.31, -0.92], [0.48, 0.05, 0.89], [0.67, 0.39, 0.55], [-1.58, -0.07, -0.90], [0.63, -0.52, 0.60], [-0.65, -1.14, 0.08], [0.22, 0.09, 0.36], [-0.29, -0.16, -0.34], [0.22, -0.53, -0.16], [0.27, 0.61, -0.37], [-1.29, -0.36, 0.16], [1.47, -0.39, 0.32], [-0.29, -0.74, -0.77], [0.84, -0.52, -0.16], [-0.34, 0.61, 0.38], [0.43, 0.24, 0.09], [-0.34, 0.18, 0.13], [-0.79, 0.41, -0.40], [-0.22, 0.20, 0.54], [-0.70, 0.11, 0.02], [0.66, -0.79, -1.42], [0.32, -0.72, -1.06], [-0.87, 0.36, 1.16], [0.85, 0.77, 0.01], [-0.58, -0.95, -1.12], [-0.46, 1.17, 1.36], [0.22, 1.82, 0.29], [-1.00, -1.70, -0.64], [0.01, -0.21, -0.28], [0.13, 0.28, 0.58], [0.29, -0.18, 0.16], [0.40, -0.06, 0.22], [0.19, 0.14, 0.31], [-0.36, -0.26, -1.28], [0.26, 0.11, 1.62], [-0.81, -0.04, -1.36], [0.93, 0.50, 0.81], [1.07, 0.96, -1.52], [-1.26, -1.56, -0.36], [-0.10, 0.37, -0.10], [2.83, 1.23, 1.75], [-0.51, -0.41, 0.70], [-0.81, -0.55, 0.14], [0.20, 0.02, -0.24], [-1.07, -0.58, -0.28]], "mulliken_spin": [0.874, 0.000, 0.000, 0.000, 0.000, 0.000, 0.069, -0.002, -0.002, 0.002, -0.001, 0.000, 0.000, -0.003, 0.004, 0.000, -0.001, 0.002, 0.006, 0.021, -0.014, 0.002, 0.000, 0.000, 0.000, 0.000, 0.000, 0.000, 0.000, -0.002, 0.000, 0.000, 0.000, 0.000, 0.000, 0.000, 0.000, 0.000, 0.000, 0.000, 0.000, 0.000, 0.000, 0.000, 0.000, 0.000, 0.245, 0.361, -0.056, 0.149, -0.061, 0.184, 0.005, -0.001, 0.064, -0.002, 0.001, 0.040, 0.001, 0.002, -0.003, 0.004, -0.002, -0.012, -0.007, 0.000, 0.005, 0.018, 0.000, 0.000, 0.001, 0.002, 0.002, 0.000, 0.000, 0.000, 0.009, 0.017, 0.002, 0.000, 0.000, 0.001, 0.000, 0.011, -0.004, 0.029, -0.016, 0.070, -0.088, 0.088, -0.019, 0.000, 0.004, 0.005, -0.001], "multiplicity": 3, "max_force_ev_per_a": 3.55, "lumo_energy_ev": [-4.0, -4.2], "e_above_lowest_ev": 1.848, "total_energy_ev": -268526.509, "e_homo_ev": [-9.48, -10.06], "s_squared": 2.04, "charge": 1, "homo_lumo_gap_ev": [5.4, 5.9]}

=====

[2]
{"formula": "C3H4Cl4CrN", "method": "ωB97M-V with the def2-TZVPD basis set", "species": ["Cr", "Cl", "C", "C", "N", "H", "H", "H", "C", "Cl", "Cl", "Cl", "H"], "coordinates": [[-1.63103, -0.43820, 3.09034], [-0.52525, -0.63331, 1.69389], [-0.31621, -0.47952, -0.70387], [-1.11927, -1.27172, -1.54284], [-1.75860, -1.94834, -2.20715], [0.19823, -1.24687, -0.12540], [-0.74036, 0.28053, -0.04773], [0.36652, 0.04423, -1.37295], [1.02490, 1.09076, 0.28395], [0.48316, 1.93440, -1.14868], [1.97167, 2.25306, 1.33785], [1.91556, -0.42449, -0.11165], [0.13064, 0.83953, 0.85429]], "forces_ev_per_angstrom": [[-7.27, 1.17, 9.14], [5.56, -3.42, -4.19], [-2.37, -2.09, -2.53], [-2.07, -0.10, -0.54], [-0.26, -0.47, -0.41], [-0.98, 0.16, -0.80], [-1.52, -0.98, -2.11], [-1.00, -1.39, -0.20], [2.12, 2.31, 0.94], [0.91, 2.66, -0.30], [-0.53, -1.23, -0.76], [5.49, 1.93, 1.99], [1.93, 1.46, -0.22]], "mulliken_spin": [3.842, 0.178, 0.009, -0.006, -0.005, 0.001, -0.007, -0.005, -0.008, 0.001, 0.000, 0.001, -0.001], "multiplicity": 5, "max_force_ev_per_a": 11.73, "lumo_energy_ev": [-7.7, -6.9], "e_above_lowest_ev": 7.414, "total_energy_ev": -83159.698, "e_homo_ev": [-13.39, -13.40], "s_squared": 6.06, "charge": 1, "homo_lumo_gap_ev": [5.7, 6.5]}

=====

[3]
{"formula": "C3H4MgO3", "method": "ωB97M-V with the def2-TZVPD basis set", "species": ["O", "C", "C", "O", "O", "C", "Mg", "H", "H", "H", "H"], "coordinates": [[0.36804, -1.16117, 0.64060], [0.91304, -0.85749, -0.51837], [-1.36743, -0.13708, 0.27845], [2.08056, -1.30625, -0.79099], [0.76548, 0.49815, -0.69598], [-0.50528, 0.99994, -0.20490], [2.75447, -0.55505, 0.91125], [-1.82281, -0.05759, 1.26645], [-1.97847, -0.63857, -0.47739], [-0.25770, 1.66226, 0.63280], [-0.94991, 1.55284, -1.04191]], "forces_ev_per_angstrom": [[-3.63, -0.57, -1.47], [3.65, 1.88, 2.93], [1.90, -0.20, 0.22], [-2.50, 0.18, -0.52], [-1.16, -0.55, -1.96], [0.63, 0.34, 0.30], [0.47, -0.12, 0.36], [0.35, -0.23, -0.14], [0.61, -0.60, 0.27], [-0.18, -0.01, -0.33], [-0.14, -0.12, 0.34]], "mulliken_spin": [-0.073, 0.186, 0.049, -0.019, -0.030, -0.017, 0.872, 0.003, 0.002, 0.021, 0.006], "multiplicity": 2, "max_force_ev_per_a": 5.05, "lumo_energy_ev": [-6.0, -6.1], "e_above_lowest_ev": 0.000, "total_energy_ev": -14752.943, "e_homo_ev": [-11.61, -16.11], "s_squared": 0.75, "charge": 1, "homo_lumo_gap_ev": [5.6, 10.1]}

=====

> Which formula does entry 2 have?

C3H4Cl4CrN